The following is a quantum chemistry calculation of C26H41InN3O12 as an isolated structure, from the OMol25 dataset.

Geometry as ORCA input:
```
! RIJCOSX wB97M-V def2-TZVPD def2/J DEFGRID3
* xyz -1 1
In -0.0943 0.0098 0.1115
C 4.1320 -2.7012 1.0765
C 3.1221 -1.8262 0.6370
C 3.5354 -0.6246 -0.3117
O 2.6653 0.2404 -0.5642
C 4.8525 -0.5466 -0.7716
C 5.8143 -1.5178 -0.4078
C 5.4319 -2.6436 0.5413
O 6.2750 -3.4238 1.0022
O 6.8894 -1.4897 -1.0149
O 1.9258 -1.9366 0.9880
H 3.8424 -3.4342 1.8150
H 5.1065 0.1769 -1.5323
C -4.0609 2.4809 1.4381
C -2.9485 1.8159 0.9107
C -3.0405 1.2542 -0.5826
O -2.0549 0.5244 -0.9312
C -4.0971 1.6534 -1.3923
C -5.1551 2.4148 -0.8665
C -5.1719 2.7804 0.6216
O -6.1089 3.3984 1.1376
O -6.0375 2.8236 -1.6254
O -1.8880 1.5720 1.4664
H -3.9791 2.9002 2.4308
H -4.0736 1.5222 -2.4653
C -0.1434 -1.9432 4.4030
C -0.6037 -1.5350 3.0005
C -2.0814 -1.6299 2.8146
O -2.4042 -1.2256 1.5166
C -3.7835 -1.3047 1.2284
N -0.0156 -0.2136 2.6499
H -0.6444 -2.8745 4.6741
H -0.3460 -1.2418 5.2166
H 0.9448 -2.0020 4.3731
H -0.0773 -2.1140 2.2337
H -2.6153 -0.9078 3.4473
H -2.3859 -2.6607 3.0223
H -4.1385 -2.2931 1.5462
H -4.0628 -1.1914 0.1832
H -4.3433 -0.5378 1.7740
H 0.9401 -0.1850 2.9811
H -0.5310 0.4650 3.2092
C -1.9605 -2.4857 -2.0970
C -0.7425 -3.2851 -1.5917
C 0.5498 -2.9263 -2.3036
O 0.7817 -1.4983 -2.3058
C 1.9009 -1.3316 -3.1698
N -0.5512 -2.9451 -0.1741
H -2.0669 -1.4873 -1.6696
H -2.9008 -2.9876 -1.8609
H -1.8610 -2.4090 -3.1815
H -0.9160 -4.3597 -1.7099
H 0.4792 -3.2504 -3.3475
H 1.4320 -3.4062 -1.8702
H 2.7865 -1.9012 -2.8872
H 2.1181 -0.2692 -3.2642
H 1.5932 -1.6062 -4.1871
H 0.2271 -3.5298 0.1336
H -1.3264 -3.4312 0.2775
C -0.5164 0.9087 -3.6634
O 0.2386 1.3247 -2.5402
C 0.8822 2.5549 -2.8204
C 1.1950 3.2443 -1.4821
N 0.0451 3.1344 -0.5815
C 0.1820 3.8120 0.7022
C 1.4148 3.3983 1.4731
O 1.4149 1.9958 1.6539
C 2.6148 1.5166 2.2252
H -0.8584 -0.0990 -3.4458
H -0.0230 0.9542 -4.6406
H -1.3990 1.5375 -3.8304
H 0.2029 3.2208 -3.3665
H 1.7763 2.4983 -3.4468
H 1.4221 4.3118 -1.6179
H 2.0566 2.8262 -0.9599
H -0.7160 3.6050 -1.0621
H -0.7045 3.6587 1.3179
H 0.1718 4.9052 0.5706
H 1.3236 3.8355 2.4748
H 2.3496 3.7560 1.0330
H 2.8032 2.0827 3.1472
H 3.5179 1.6329 1.6211
H 2.4719 0.4664 2.4633
*
```

Properties
Gap between HOMO and LUMO (eV): 4.63
Energy relative to the best compared isomer or geometry (same formula, charge and spin) (kJ/mol): 0.0
LUMO level (eV): -0.09

Charges computed using Löwdin, reported in e: atom 1 (In): 1.327, atom 2 (C): -0.004, atom 3 (C): -0.355, atom 4 (C): -0.370, atom 5 (O): -0.075, atom 6 (C): -0.003, atom 7 (C): -0.377, atom 8 (C): -0.384, atom 9 (O): 0.015, atom 10 (O): 0.021, atom 11 (O): -0.093, atom 12 (H): 0.102, atom 13 (H): 0.107, atom 14 (C): -0.004, atom 15 (C): -0.397, atom 16 (C): -0.309, atom 17 (O): -0.149, atom 18 (C): 0.014, atom 19 (C): -0.370, atom 20 (C): -0.383, atom 21 (O): 0.014, atom 22 (O): 0.039, atom 23 (O): -0.071, atom 24 (H): 0.105, atom 25 (H): 0.109, atom 26 (C): -0.035, atom 27 (C): -0.406, atom 28 (C): -0.202, atom 29 (O): -0.247, atom 30 (C): -0.077, atom 31 (N): 0.062, atom 32 (H): 0.081, atom 33 (H): 0.083, atom 34 (H): 0.085, atom 35 (H): 0.100, atom 36 (H): 0.149, atom 37 (H): 0.135, atom 38 (H): 0.091, atom 39 (H): 0.092, atom 40 (H): 0.100, atom 41 (H): 0.057, atom 42 (H): 0.107, atom 43 (C): -0.035, atom 44 (C): -0.392, atom 45 (C): -0.181, atom 46 (O): -0.233, atom 47 (C): -0.099, atom 48 (N): 0.055, atom 49 (H): 0.046, atom 50 (H): 0.080, atom 51 (H): 0.084, atom 52 (H): 0.141, atom 53 (H): 0.125, atom 54 (H): 0.134, atom 55 (H): 0.102, atom 56 (H): 0.087, atom 57 (H): 0.094, atom 58 (H): 0.087, atom 59 (H): 0.093, atom 60 (C): -0.105, atom 61 (O): -0.236, atom 62 (C): -0.193, atom 63 (C): -0.181, atom 64 (N): -0.047, atom 65 (C): -0.193, atom 66 (C): -0.211, atom 67 (O): -0.243, atom 68 (C): -0.092, atom 69 (H): 0.072, atom 70 (H): 0.096, atom 71 (H): 0.095, atom 72 (H): 0.121, atom 73 (H): 0.128, atom 74 (H): 0.123, atom 75 (H): 0.106, atom 76 (H): 0.129, atom 77 (H): 0.110, atom 78 (H): 0.124, atom 79 (H): 0.130, atom 80 (H): 0.125, atom 81 (H): 0.098, atom 82 (H): 0.103, atom 83 (H): 0.071


The following is a quantum chemistry calculation of a single H2N2O2S molecule, from the OMol25 dataset.

Geometry as ORCA input:
```
! RIJCOSX wB97M-V def2-TZVPD def2/J DEFGRID3
* xyz 0 1
N 1.3776 0.0847 -0.1998
O 0.2219 0.6716 -0.5119
N -1.2071 0.1677 0.0570
O -1.8373 1.1341 0.3497
S -1.5935 -1.3648 -0.0015
H 1.3824 -0.9062 -0.4612
H 1.6559 0.2129 0.7677
*
```

Properties
Gap between HOMO and LUMO (spin up / spin down) (eV): 8.83 / 8.83
Energy relative to the best compared isomer or geometry (same formula, charge and spin) (kJ/mol): 307.3
LUMO level (spin up / spin down) (eV): -0.91 / -0.91
Structure (SMILES): NO[N+]([O-])=S

Charges computed using natural (NBO), reported in e: atom 1 (N): -0.445, atom 2 (O): -0.278, atom 3 (N): 0.173, atom 4 (O): -0.266, atom 5 (S): 0.125, atom 6 (H): 0.349, atom 7 (H): 0.342


Which of these has the lowest energy relative to the best compared isomer or geometry (same formula, charge and spin)?
C26H41InN3O12


What is the energy relative to the best compared isomer or geometry (same formula, charge and spin) in the second record?
307.3 kJ/mol


Number 1 is which compound?
C26H41InN3O12


Which formula does entry 1 have?
C26H41InN3O12